# 1
{"formula": "C40H45AsGeN4NiS", "method": "ωB97M-V/def2-TZVPD", "symbols": ["Ni", "S", "C", "C", "C", "C", "C", "N", "H", "H", "H", "H", "C", "N", "C", "C", "C", "C", "C", "C", "C", "C", "H", "H", "H", "H", "H", "H", "H", "H", "H", "H", "H", "H", "H", "C", "As", "C", "C", "H", "H", "H", "H", "H", "H", "H", "H", "H", "N", "C", "C", "C", "C", "C", "N", "C", "H", "H", "H", "H", "C", "Ge", "C", "C", "C", "C", "C", "C", "C", "C", "C", "C", "C", "C", "C", "C", "C", "C", "H", "H", "H", "H", "H", "H", "H", "H", "H", "H", "H", "H", "H", "H", "H"], "xyz": [[1.01916, 0.52817, -0.97547], [3.24719, 0.98345, -0.98973], [2.69188, 2.63467, -1.17427], [3.49883, 3.71233, -1.54229], [2.90743, 4.94369, -1.72326], [1.53289, 5.07924, -1.53961], [0.81193, 3.96223, -1.17563], [1.37316, 2.76511, -0.98743], [4.55763, 3.56169, -1.69087], [3.50641, 5.79599, -2.01309], [1.03708, 6.02964, -1.66771], [-0.25621, 4.01616, -1.00517], [-1.99012, -3.63771, -0.44490], [-2.06932, -2.18343, -0.73903], [-3.48016, -1.72032, -0.72991], [-1.38762, -1.78686, -2.04150], [0.03334, -2.24973, -2.06389], [0.30726, -3.47589, -2.67917], [1.57256, -4.02732, -2.60604], [2.54867, -3.35364, -1.88003], [2.26296, -2.12819, -1.29783], [1.01090, -1.50242, -1.39701], [-2.42202, -3.80567, 0.53885], [-0.94796, -3.94197, -0.46703], [-2.55734, -4.17024, -1.20564], [-1.56180, -1.69174, 0.00962], [-4.00381, -2.22914, -1.53619], [-3.50444, -0.64447, -0.88955], [-3.93170, -1.96918, 0.22698], [-1.47692, -0.70071, -2.06267], [-1.99353, -2.22103, -2.83905], [-0.47658, -3.99939, -3.21771], [1.79276, -4.96475, -3.09651], [3.53732, -3.77997, -1.77598], [3.05807, -1.64741, -0.73900], [-2.47867, 3.04961, 2.79096], [-2.28761, 2.94019, 0.84986], [-4.15588, 2.54450, 0.39991], [-2.37481, 4.87099, 0.50085], [-3.33193, 3.67781, 3.04303], [-1.57359, 3.48752, 3.20960], [-2.61158, 2.05736, 3.21806], [-4.82811, 3.21400, 0.93618], [-4.40008, 1.51693, 0.66996], [-4.31053, 2.67453, -0.67184], [-3.20685, 5.31393, 1.04686], [-2.51151, 5.06065, -0.56408], [-1.44879, 5.34628, 0.82335], [1.42570, -0.20441, -7.21120], [0.87283, 0.22374, -6.30260], [0.17960, 0.76049, -5.16310], [-0.98881, 1.49864, -5.31293], [-1.61533, 1.98508, -4.17787], [-1.05303, 1.71479, -2.94344], [0.06324, 0.99410, -2.80174], [0.67589, 0.52484, -3.88552], [-1.38919, 1.68797, -6.29892], [-2.52009, 2.57026, -4.24648], [-1.49335, 2.08807, -2.02365], [1.57653, -0.05553, -3.72785], [1.31628, 2.30526, 2.23651], [0.91831, 0.52403, 1.51847], [-0.71824, -0.11971, 2.43732], [-1.96820, -0.23128, 1.82997], [-3.08000, -0.68200, 2.53228], [-2.95217, -1.03594, 3.86751], [-1.71464, -0.93301, 4.48784], [-0.61011, -0.48229, 3.77899], [2.33006, -0.69552, 2.15920], [3.49431, -0.11617, 2.59631], [4.61006, -0.88043, 3.00088], [4.55759, -2.23881, 2.94222], [3.37788, -2.89278, 2.50907], [3.31744, -4.30858, 2.46484], [2.17701, -4.95137, 2.08906], [1.03764, -4.19553, 1.74000], [1.07969, -2.83187, 1.74913], [2.25144, -2.12501, 2.12620], [1.18230, 2.28588, 3.31887], [0.64434, 3.04386, 1.80338], [2.33696, 2.60014, 1.99961], [-2.08354, 0.10928, 0.80203], [-4.05382, -0.72490, 2.05881], [-3.81284, -1.37751, 4.42529], [-1.61011, -1.20786, 5.52893], [0.35132, -0.42502, 4.27652], [3.58651, 0.96144, 2.62498], [5.50650, -0.38002, 3.33971], [5.41123, -2.83901, 3.23048], [4.19635, -4.87211, 2.75061], [2.13779, -6.03178, 2.06869], [0.12429, -4.71330, 1.48069], [0.19643, -2.26158, 1.48596]], "s2": 3.761, "de_lowest_kcal_mol": 21.5, "charge": 1, "e_homo_ev": [-9.366, -10.002], "gap_ev": [6.5, 5.8], "multiplicity": 4}

# 2
{"formula": "C40H45AsIrN6O2S", "method": "ωB97M-V/def2-TZVPD", "symbols": ["Ir", "O", "C", "C", "C", "C", "C", "C", "C", "O", "N", "N", "C", "C", "C", "C", "C", "C", "N", "H", "H", "H", "H", "H", "H", "H", "H", "H", "H", "C", "C", "C", "C", "C", "C", "As", "N", "C", "C", "C", "C", "C", "C", "C", "C", "C", "C", "C", "C", "C", "C", "C", "C", "C", "C", "H", "H", "H", "H", "H", "H", "H", "H", "H", "H", "H", "H", "H", "H", "H", "H", "H", "H", "H", "H", "H", "H", "H", "H", "H", "H", "H", "C", "N", "C", "S", "N", "C", "H", "H", "H", "H", "H", "H", "H", "H"], "xyz": [[-1.12393, 0.17160, -1.56288], [3.07198, 1.84885, -4.37291], [2.28715, 2.93656, -4.37331], [2.84067, 4.11433, -4.88218], [2.09335, 5.26979, -4.93671], [0.77308, 5.29419, -4.48061], [0.23579, 4.14547, -3.94839], [0.97229, 2.95684, -3.87917], [0.36147, 1.78388, -3.24692], [-0.64152, 1.98857, -2.43849], [0.88009, 0.59383, -3.50732], [0.20194, -0.36313, -2.80644], [0.40055, -1.63809, -2.97447], [-0.53023, -2.48968, -2.23762], [-0.49949, -3.87908, -2.26386], [-1.45162, -4.58541, -1.55869], [-2.44818, -3.89616, -0.87509], [-2.44238, -2.52029, -0.88045], [-1.50290, -1.81851, -1.53584], [2.55087, 1.08050, -4.07616], [3.86180, 4.08347, -5.23711], [2.53881, 6.16810, -5.34446], [0.18703, 6.20040, -4.54506], [-0.78098, 4.13269, -3.57494], [1.14246, -1.99141, -3.67470], [0.27943, -4.37937, -2.82234], [-1.42683, -5.66657, -1.54698], [-3.22146, -4.41765, -0.32971], [-3.19681, -1.94283, -0.36589], [0.42629, 2.55092, 6.28348], [0.18510, 1.63573, 5.11661], [0.78558, 0.39292, 5.03506], [0.59898, -0.47161, 3.95497], [1.30879, -1.80060, 4.06754], [-0.24100, -0.07232, 2.90544], [-0.71236, -1.10017, 1.29014], [0.13309, -0.05943, -0.00763], [1.36826, 0.59038, 0.19830], [1.68601, 1.80621, -0.41210], [2.91079, 2.41871, -0.19883], [3.84210, 1.85785, 0.66157], [3.51785, 0.67815, 1.31624], [2.30586, 0.05191, 1.08719], [0.12368, -2.87543, 1.45878], [1.20387, -3.43523, 0.76962], [2.13232, -2.69789, -0.16314], [1.49840, -4.78902, 0.95781], [0.76835, -5.60610, 1.79928], [1.12576, -7.05139, 2.00519], [-0.32077, -5.04120, 2.45710], [-0.65823, -3.70767, 2.29594], [-1.86891, -3.20167, 3.04562], [-0.86622, 1.19069, 2.97728], [-1.75598, 1.72291, 1.88303], [-0.64341, 2.01558, 4.06886], [1.02516, 2.06403, 7.05138], [-0.51611, 2.86485, 6.73455], [0.95437, 3.45210, 5.96708], [1.43598, 0.07186, 5.84141], [2.15768, -1.69819, 4.74201], [1.67470, -2.19698, 3.12482], [0.64859, -2.56245, 4.48969], [0.95150, 2.31395, -1.00862], [3.12359, 3.35804, -0.69452], [4.79573, 2.33829, 0.83291], [4.21928, 0.22934, 2.00885], [2.08650, -0.87187, 1.59575], [1.72226, -1.76198, -0.52927], [2.37777, -3.33796, -1.01265], [3.07288, -2.45769, 0.33642], [2.34770, -5.20605, 0.42499], [1.95861, -7.34961, 1.36997], [0.27784, -7.70146, 1.78341], [1.41155, -7.23628, 3.04203], [-0.92464, -5.65847, 3.11442], [-2.28317, -3.99528, 3.66578], [-2.65787, -2.86352, 2.36853], [-1.63818, -2.36234, 3.70631], [-2.56255, 1.03734, 1.61456], [-1.16255, 1.88953, 0.97642], [-2.20165, 2.66928, 2.19659], [-1.13121, 2.98445, 4.10307], [-2.74877, 4.65828, -1.13601], [-3.04315, 3.24259, -0.98384], [-3.33194, 2.42649, -1.98540], [-3.43745, 0.71290, -1.65083], [-3.55136, 2.92176, -3.19069], [-3.72474, 2.15856, -4.42195], [-2.58822, 5.08071, -0.14885], [-3.59194, 5.18653, -1.58460], [-1.84594, 4.80364, -1.73429], [-2.82833, 2.79138, -0.10737], [-3.43320, 3.91818, -3.29807], [-3.84722, 1.10961, -4.17668], [-2.84766, 2.28104, -5.05698], [-4.61047, 2.51233, -4.94493]], "de_lowest_kcal_mol": 30.1, "charge": 1, "e_homo_ev": -9.525, "gap_ev": 5.7}

# 3
{"formula": "C40H45AuN2O3SeSiTe2", "method": "ωB97M-V/def2-TZVPD", "symbols": ["Au", "O", "C", "O", "C", "C", "C", "C", "C", "N", "H", "H", "H", "H", "C", "C", "C", "C", "C", "C", "Te", "N", "C", "O", "C", "C", "C", "C", "C", "C", "C", "C", "C", "C", "C", "C", "C", "C", "C", "C", "C", "C", "H", "H", "H", "H", "H", "H", "H", "H", "H", "H", "H", "H", "H", "H", "H", "H", "H", "H", "H", "H", "H", "H", "H", "H", "H", "H", "H", "Te", "C", "C", "C", "C", "C", "C", "H", "H", "H", "H", "H", "C", "Si", "C", "C", "Se", "H", "H", "H", "H", "H", "H", "H", "H", "H"], "xyz": [[0.37138, -2.37741, -2.07774], [2.33370, 1.24414, -2.61133], [1.68675, 0.21905, -2.71552], [1.76836, -0.77873, -1.89911], [-0.62600, 0.28310, -3.07717], [-1.31292, 1.47537, -3.12806], [-2.58233, 1.57330, -2.55611], [-3.13472, 0.40946, -1.94458], [-2.39037, -0.72635, -1.87242], [-1.14427, -0.80913, -2.41821], [-0.85185, 2.32314, -3.61979], [-3.12735, 2.50534, -2.55786], [-4.12695, 0.43196, -1.51657], [-2.74463, -1.63924, -1.41043], [4.68433, 2.38091, 5.71417], [3.76388, 2.07568, 4.56351], [2.40455, 1.88320, 4.75607], [1.54374, 1.62770, 3.69549], [0.08763, 1.42095, 3.97936], [2.05513, 1.55637, 2.39227], [0.79105, 1.10252, 0.71642], [0.64166, 0.09750, -3.69768], [0.75704, 0.47269, -5.03751], [1.72861, 1.02030, -5.51065], [-0.43559, 0.04620, -5.82843], [-1.00568, -1.21379, -5.62013], [-2.10505, -1.61840, -6.35217], [-2.64777, -0.77704, -7.31483], [-2.06293, 0.45767, -7.55690], [-0.95103, 0.85925, -6.83653], [-0.58168, 2.73206, 1.02454], [-0.11874, 4.01804, 0.71326], [1.32437, 4.27740, 0.37917], [-1.01083, 5.08499, 0.70845], [-2.35996, 4.90922, 0.97740], [-3.32540, 6.06319, 0.97344], [-2.80539, 3.62454, 1.24906], [-1.94652, 2.53174, 1.27646], [-2.52510, 1.18957, 1.61514], [3.43108, 1.71912, 2.18093], [4.07873, 1.64660, 0.82342], [4.25562, 1.98815, 3.26963], [4.17860, 2.23359, 6.66762], [5.02128, 3.41842, 5.66485], [5.56920, 1.74402, 5.68679], [1.99722, 1.92069, 5.76055], [-0.08302, 1.21986, 5.03661], [-0.28032, 0.57251, 3.40583], [-0.48875, 2.30044, 3.68743], [-0.58560, -1.87682, -4.87617], [-2.53471, -2.59300, -6.15860], [-3.52188, -1.08434, -7.87430], [-2.48330, 1.10934, -8.31315], [-0.48359, 1.81738, -7.02515], [1.67390, 3.56797, -0.37448], [1.95080, 4.17045, 1.26830], [1.45312, 5.28806, -0.00816], [-0.64317, 6.07705, 0.47022], [-2.80316, 7.01697, 0.90849], [-3.92774, 6.06073, 1.88319], [-4.00964, 5.98623, 0.12599], [-3.86102, 3.46302, 1.44078], [-3.60936, 1.20632, 1.51077], [-2.29045, 0.91195, 2.64471], [-2.13339, 0.41866, 0.95858], [3.41994, 1.22622, 0.06802], [4.98548, 1.04192, 0.86971], [4.36205, 2.64734, 0.48929], [5.31710, 2.12844, 3.09302], [-0.33647, -2.01246, 1.06407], [0.01242, -1.98785, 3.16477], [-1.01810, -1.62200, 4.03003], [-0.82621, -1.62693, 5.40196], [0.39591, -2.00984, 5.93664], [1.43045, -2.36339, 5.08279], [1.24097, -2.34774, 3.71052], [-1.97786, -1.33556, 3.61816], [-1.63553, -1.33748, 6.06095], [0.54032, -2.03666, 7.00917], [2.39059, -2.64937, 5.49303], [2.05917, -2.60946, 3.05244], [-0.14522, -7.33621, -3.41468], [-0.13868, -6.25771, -1.85158], [-1.30886, -7.00812, -0.56179], [1.60575, -6.12572, -1.12855], [-1.03439, -4.23949, -2.47878], [-0.03362, -8.39505, -3.17690], [0.65857, -7.04623, -4.09065], [-1.08466, -7.19789, -3.94945], [-1.14774, -8.08193, -0.45620], [-2.34498, -6.84118, -0.85375], [-1.16509, -6.53964, 0.41118], [1.99779, -7.11464, -0.88658], [1.60036, -5.53007, -0.21597], [2.29098, -5.65116, -1.83003]], "s2": 3.781, "de_lowest_kcal_mol": 10.3, "charge": -1, "e_homo_ev": [-2.145, -5.297], "gap_ev": [4.4, 6.1], "multiplicity": 4}

# 4
{"formula": "C40H45AuN3OP2S2", "method": "ωB97M-V/def2-TZVPD", "symbols": ["Au", "C", "S", "C", "C", "C", "N", "P", "C", "C", "C", "C", "C", "C", "C", "C", "C", "C", "C", "C", "P", "C", "C", "C", "C", "C", "C", "C", "C", "C", "C", "C", "C", "H", "H", "H", "H", "H", "H", "H", "H", "H", "H", "H", "H", "H", "H", "H", "H", "H", "H", "H", "H", "H", "H", "H", "H", "H", "H", "H", "H", "H", "C", "S", "O", "C", "C", "C", "C", "C", "C", "H", "H", "H", "H", "H", "H", "H", "H", "C", "C", "C", "C", "N", "N", "C", "H", "H", "H", "H", "H", "H", "H", "H"], "xyz": [[1.20656, 0.13860, -0.45308], [-5.69745, 1.05700, 4.70712], [-5.47709, -0.18191, 3.46416], [-5.08263, 0.72401, 1.97209], [-3.91036, 0.10735, 1.19378], [-2.56290, 0.22953, 1.90522], [-1.44876, 0.05243, 0.97330], [-1.05194, 1.15791, -0.26013], [-1.77298, 0.64498, -1.82148], [-2.41865, -0.57764, -1.97898], [-2.85045, -0.97607, -3.23679], [-2.62686, -0.16268, -4.33720], [-1.96521, 1.05177, -4.18804], [-1.52965, 1.45279, -2.93762], [-1.73522, 2.74280, 0.21156], [-2.76890, 3.35939, -0.49575], [-3.23618, 4.59889, -0.08168], [-2.67846, 5.22050, 1.02712], [-1.64766, 4.60937, 1.73432], [-1.16965, 3.37768, 1.32418], [-0.00016, -0.79835, 1.34731], [0.63904, -0.13743, 2.89472], [1.65304, 0.81958, 2.87566], [2.11107, 1.37702, 4.05912], [1.56660, 0.97477, 5.27040], [0.56443, 0.01230, 5.30102], [0.10480, -0.54607, 4.12027], [-0.44092, -2.50025, 1.66827], [-1.62369, -3.06165, 1.18959], [-1.91109, -4.39369, 1.44522], [-1.01267, -5.17071, 2.16312], [0.17724, -4.62090, 2.62479], [0.46778, -3.29001, 2.37843], [-6.11568, 0.57916, 5.58985], [-6.35427, 1.84259, 4.32973], [-4.71442, 1.48152, 4.93567], [-4.92662, 1.77371, 2.22353], [-5.99582, 0.63484, 1.37088], [-3.88037, 0.65086, 0.24564], [-4.12877, -0.93516, 0.95515], [-2.46781, -0.53742, 2.67881], [-2.48507, 1.20447, 2.39894], [-2.58661, -1.21912, -1.12503], [-3.36455, -1.91933, -3.35629], [-2.96610, -0.47417, -5.31530], [-1.79252, 1.68493, -5.04714], [-1.00662, 2.39698, -2.83212], [-3.20528, 2.88168, -1.36291], [-4.02896, 5.08435, -0.63336], [-3.03744, 6.19295, 1.33422], [-1.20808, 5.10431, 2.58836], [-0.34478, 2.91262, 1.85584], [2.11019, 1.11640, 1.93749], [2.90619, 2.10861, 4.03767], [1.93664, 1.39642, 6.19432], [0.15834, -0.31638, 6.24707], [-0.64752, -1.32491, 4.15980], [-2.31828, -2.46624, 0.61362], [-2.82921, -4.82902, 1.07616], [-1.23813, -6.20939, 2.36070], [0.87564, -5.23062, 3.17998], [1.39363, -2.86154, 2.74030], [3.96314, -3.83645, 0.58483], [4.09005, -2.13434, 0.06287], [2.75512, -1.50779, 0.46638], [4.00329, -2.36543, -1.69684], [5.11055, -2.02490, -2.45671], [5.07004, -2.22037, -3.83400], [3.93057, -2.73913, -4.42766], [2.81477, -3.06284, -3.65600], [2.84693, -2.87714, -2.28332], [3.06805, -4.28886, 0.16241], [3.92737, -3.83732, 1.67210], [4.85841, -4.35631, 0.24702], [5.99718, -1.62374, -1.98388], [5.93410, -1.97629, -4.43618], [3.91007, -2.90638, -5.49617], [1.93549, -3.48358, -4.12404], [1.98908, -3.13403, -1.67411], [4.14355, 1.10019, -5.09228], [3.37329, 1.47655, -3.87552], [3.10168, 2.71384, -3.31708], [2.36811, 2.46794, -2.15823], [2.19173, 1.14986, -2.01331], [2.81284, 0.56502, -3.06605], [1.83231, 3.45809, -1.18171], [4.07843, 1.89299, -5.83318], [3.76649, 0.18065, -5.53490], [5.19528, 0.95773, -4.84438], [3.40075, 3.67229, -3.70055], [2.83587, -0.44359, -3.15628], [2.19154, 4.45288, -1.43407], [2.15575, 3.23002, -0.16574], [0.73943, 3.48607, -1.19498]], "s2": 2.010, "charge": 3, "e_homo_ev": [-14.530, -16.020], "gap_ev": [7.6, 4.4], "multiplicity": 3}

DFT total energy readings, ordered: -7989.1733; -4768.3848; -5249.1913; -3404.6240 Eh